Record 1
11
Properties=species:S:1:pos:R:3:forces:R:3 method="wB97M-V/def2-TZVPD" e_tot_ev=-54142.302 spin_multiplicity=2
Cu 1.15361 2.30050 0.40704 -0.690 -0.333 -0.091
O -0.86752 -0.83523 -0.07464 -0.078 -1.693 0.600
O 1.85942 -1.60564 0.10942 -1.206 -0.983 -0.769
O 2.67731 0.51909 -0.07411 -0.369 -1.250 -1.556
C -1.65113 0.32534 0.11584 -0.456 0.351 0.187
C -0.30032 0.49833 -0.47014 0.612 0.564 -0.297
C 2.07680 -0.49053 -0.19534 1.449 2.244 2.688
Li -0.15518 -2.13966 1.09059 0.296 0.815 -0.863
H -2.55563 0.33619 -0.50424 0.313 0.090 0.096
H -0.38553 0.52524 -1.57122 -0.062 0.074 0.318
H -1.85183 0.56636 1.16680 0.191 0.120 -0.311

Record 2
56
Properties=species:S:1:pos:R:3:forces:R:3 method="wB97M-V/def2-TZVPD" smiles="Cc1c(CNC[C@@H](C)c2ccccc2)c(C(=O)O)c(C)n1Cc1ccccc1" e_tot_ev=-32419.004
O -1.58809 4.12440 -1.39854 0.074 0.056 0.026
O 0.35648 3.97613 -0.36423 -0.081 0.167 0.008
N 1.73875 2.13883 1.02056 0.141 0.126 0.235
N -1.86479 -0.02649 -0.61880 0.193 0.159 -0.005
C 4.56742 -2.29913 -1.40552 -0.043 -0.086 -0.052
C -4.43770 -0.26643 0.54138 0.104 -0.010 -0.055
C 5.88876 -1.99610 -1.68638 0.075 -0.040 -0.059
C 2.48912 1.14162 0.27031 0.421 0.080 -0.156
C -0.79666 3.44932 -0.77979 -0.090 0.231 -0.161
C 6.47904 -0.89732 -1.08784 0.097 -0.023 -0.051
C -1.01321 -0.02779 0.45800 0.331 0.084 0.401
C -1.90788 1.21687 -1.16801 0.201 0.570 -0.122
C -1.03772 2.03018 -0.46363 -0.265 -0.440 -0.030
C 4.42632 -0.40472 0.07784 0.100 0.162 0.047
C 3.16272 -0.36499 2.23114 0.143 0.229 -0.031
C -6.62111 -1.26248 0.61640 -0.074 0.029 0.065
C 3.64071 0.45947 1.03377 -0.296 -0.053 -0.025
C -5.71683 -0.31914 1.06990 -0.088 -0.003 0.054
C 5.75121 -0.10909 -0.21356 -0.028 0.013 0.016
C -2.66451 -1.13781 -1.05208 -0.231 -0.256 -0.113
C -4.96643 -2.10410 -0.90043 0.054 0.042 0.027
C -2.76001 1.53287 -2.34109 -0.010 0.004 -0.065
C -6.24238 -2.15668 -0.37156 -0.029 -0.075 -0.049
C -0.81756 -1.25534 1.27971 -0.026 0.060 -0.125
C 3.84313 -1.50956 -0.53143 -0.016 0.022 0.017
C -4.05337 -1.15850 -0.44842 0.010 0.000 0.007
C -0.47404 1.22920 0.58134 -0.132 -0.159 0.086
C 0.48708 1.68782 1.63355 -0.228 -0.186 0.148
H -6.00519 0.38293 1.83793 -0.032 0.061 0.063
H 6.45448 -2.61338 -2.36836 0.043 -0.047 -0.053
H -3.80075 1.28021 -2.13880 -0.105 -0.013 -0.047
H 0.06656 2.55065 2.16252 0.052 -0.106 0.010
H -3.74338 0.47901 0.89987 0.114 0.091 0.011
H 2.33449 2.59092 1.70593 -0.065 0.002 -0.006
H -4.67268 -2.80021 -1.67359 0.019 -0.087 -0.100
H -0.32518 -2.04171 0.70367 0.026 -0.100 0.042
H 4.09925 -3.15492 -1.87012 -0.037 -0.062 -0.035
H -2.43534 0.97971 -3.22406 -0.030 -0.048 -0.077
H 2.41219 -1.09086 1.92830 -0.115 -0.110 -0.009
H -7.61842 -1.30078 1.02818 -0.083 -0.001 0.034
H 6.22067 0.74741 0.24983 0.024 0.091 0.056
H 2.81307 -1.75894 -0.32288 -0.139 -0.031 0.034
H 0.63463 0.88568 2.36779 -0.013 0.111 -0.035
H 0.94193 3.30901 0.08914 0.070 -0.062 -0.040
H -1.77433 -1.64013 1.63330 -0.024 -0.099 0.081
H 2.92339 1.64418 -0.60262 -0.060 -0.186 -0.004
H 1.78175 0.39428 -0.09429 0.051 -0.001 -0.068
H -2.75187 -1.10265 -2.14293 0.075 -0.047 0.136
H 4.00289 -0.90376 2.66519 0.014 -0.056 0.071
H -2.68868 2.59707 -2.54350 -0.044 -0.040 -0.026
H -0.20089 -1.03495 2.14595 0.030 -0.024 0.046
H 7.50924 -0.65241 -1.30107 0.082 0.018 -0.020
H -6.94373 -2.89417 -0.73287 -0.059 -0.059 -0.029
H -2.14906 -2.06849 -0.79402 -0.005 0.137 -0.096
H 4.30522 1.24922 1.40622 0.007 -0.051 -0.069
H 2.74130 0.27605 3.00270 -0.106 0.017 0.090

Record 3
69
Properties=species:S:1:pos:R:3:forces:R:3 method="wB97M-V/def2-TZVPD" e_tot_ev=-69141.748 total_charge=+3
Ti 0.13001 0.00994 -0.20087 7.097 -0.058 0.787
P 0.07043 -2.39878 -0.69128 -0.217 -2.199 -0.625
P 0.06597 2.46241 -0.39128 -0.208 2.298 -0.364
O 0.72965 -0.10866 1.75754 -0.819 0.094 -1.617
O -3.04104 0.02441 -0.33301 7.290 -0.014 0.179
N 1.79994 0.07450 -1.22632 -1.579 -0.124 2.202
N 2.14024 -0.21786 3.51887 -1.445 0.081 -1.322
C -0.62027 -4.42974 -2.57458 0.223 -0.266 -0.017
C 0.54151 -4.95669 0.43309 0.082 -0.388 -0.053
C -1.11338 3.36488 -1.47411 -0.357 -0.259 -0.588
C 0.54171 4.86333 1.04079 0.082 0.380 -0.007
C -1.85294 0.02064 -0.28841 -11.169 0.018 -0.038
C -0.99054 3.15336 2.12498 -0.091 0.143 0.274
C -2.50005 -3.39551 -1.27897 -0.155 -0.011 0.035
C -0.62067 4.71656 -2.00461 0.227 0.276 0.018
C 2.57153 -1.14120 -1.38997 1.065 -0.532 -0.399
C 1.72568 2.60734 -1.18995 0.583 -0.480 -0.508
C -2.50296 3.53363 -0.84922 -0.160 0.011 0.037
C 0.89754 -0.18625 3.01522 1.738 -0.101 1.653
C 0.21975 -3.50310 0.78289 0.179 0.598 0.627
C -1.10979 -3.15321 -1.87897 -0.370 0.290 -0.561
C 1.73188 -2.44300 -1.49708 0.574 0.526 -0.450
C 2.56756 1.30302 -1.24323 1.074 0.600 -0.344
C -0.18161 -0.24969 4.05378 -0.623 0.011 -0.161
C -0.98916 -3.39128 1.71851 -0.098 -0.177 0.261
C 0.21810 3.37762 1.20859 0.185 -0.683 0.552
H 3.30482 1.29669 -0.40848 -0.485 -0.106 -0.241
H 0.34769 4.66169 -2.51357 -0.216 0.055 0.065
H -0.07888 -1.17383 4.65380 -0.055 0.347 -0.371
H 2.94335 -0.18120 2.90013 -0.007 -0.017 0.311
H 2.33708 3.37496 -0.68120 -0.509 -0.219 -0.152
H -0.70279 0.10435 -2.09897 0.089 0.046 -0.586
H 1.34127 -5.05764 -0.31216 -0.245 -0.033 0.167
H -1.83733 -3.98727 1.35230 0.305 0.273 0.251
H -1.35880 5.09286 -2.72862 0.241 -0.193 0.190
H -2.48808 4.27732 -0.03989 -0.069 -0.267 -0.310
H 2.25143 -0.27865 4.51956 0.299 -0.005 0.046
H 0.02000 0.13694 -2.41670 -0.590 -0.040 0.628
H 1.34123 5.05427 0.31268 -0.256 0.014 0.177
H -0.07755 0.59310 4.76331 -0.055 -0.298 -0.410
H -2.91753 2.58962 -0.47598 -0.006 0.288 0.041
H 1.09322 2.89944 1.68439 -0.143 0.046 -0.155
H 3.20771 -1.05969 -2.30039 -0.414 -0.056 0.409
H -1.20982 -2.36792 -2.64726 0.022 -0.139 0.043
H -1.35971 -4.71144 -3.33940 0.245 0.166 0.221
H 1.58050 2.95362 -2.22784 -0.188 -0.094 0.454
H -2.91097 -2.50438 -0.78930 -0.005 -0.298 0.006
H -3.18113 -3.66540 -2.10083 0.207 0.092 0.316
H -3.18167 3.90796 -1.63095 0.200 -0.134 0.300
H -0.70103 -3.77746 2.70861 -0.193 0.044 -0.322
H -2.48675 -4.23567 -0.56987 -0.071 0.311 -0.279
H -0.34722 -5.50059 0.08627 0.288 0.217 0.131
H 0.88967 -5.46632 1.34413 -0.107 0.218 -0.211
H -0.54774 -5.26403 -1.86756 -0.049 0.244 -0.356
H -1.83849 3.79088 1.83502 0.313 -0.313 0.219
H 2.34290 -3.26650 -1.08476 -0.504 0.232 -0.123
H 1.09499 -3.08875 1.31449 -0.136 -0.021 -0.157
H -0.34728 5.44693 0.76552 0.299 -0.236 0.104
H -0.54825 5.45615 -1.19943 -0.049 -0.193 -0.377
H 1.58828 -2.66014 -2.56932 -0.184 0.032 0.449
H -1.17559 -0.21976 3.58683 0.319 -0.018 0.267
H 0.34745 -4.31210 -3.07433 -0.217 -0.066 0.062
H 0.89180 5.25540 2.00778 -0.109 -0.192 -0.241
H -1.32620 2.10686 2.13749 0.004 0.151 -0.009
H 3.20239 1.33394 -2.15766 -0.414 0.007 0.409
H -1.21429 2.68144 -2.33416 0.016 0.132 0.056
H 3.30694 -1.23422 -0.55865 -0.482 0.132 -0.232
H -1.32449 -2.35426 1.85817 0.002 -0.138 -0.027
H -0.70022 3.41612 3.15437 -0.198 -0.008 -0.330